# 1
{
  "formula": "C4H13N2O",
  "method": "wB97M-V/def2-TZVPD",
  "total_charge": 1,
  "gap_ev": 9.10,
  "energy_ev": -9379.0711,
  "e_above_lowest_kj_mol": 242.4,
  "species": ["H", "H", "N", "H", "H", "H", "H", "C", "H", "H", "C", "O", "N", "C", "C", "H", "H", "H", "H", "H"],
  "xyz": [[-2.51, -1.38, 0.26], [2.21, 1.28, -2.38], [1.23, 1.10, -2.20], [2.10, 2.43, 3.72], [0.49, -1.93, 0.12], [1.94, 0.13, -0.54], [-0.17, -0.92, 1.37], [-1.63, -2.01, 0.11], [2.53, 1.00, 3.77], [-1.89, 0.65, -1.56], [-0.16, -0.08, -0.61], [1.97, 1.60, 3.26], [-1.33, 0.83, -0.72], [-0.32, -1.24, 0.33], [1.02, 0.31, -1.10], [-1.89, 0.76, 0.13], [-1.57, -2.93, 0.67], [-1.71, -2.25, -0.95], [-0.98, 1.80, -0.67], [0.68, 0.85, -3.01]]
}

---

# 2
{
  "formula": "C4H13N2O",
  "method": "wB97M-V/def2-TZVPD",
  "total_charge": 1,
  "smiles": "NCC[C@H]([NH3+])CO",
  "gap_ev": 10.86,
  "energy_ev": -9380.0513,
  "e_above_lowest_kj_mol": 147.9,
  "species": ["H", "H", "H", "H", "H", "H", "C", "H", "H", "H", "N", "H", "C", "C", "O", "C", "N", "H", "H", "H"],
  "xyz": [[0.25, 0.15, 2.01], [-0.94, -0.37, -1.33], [-1.44, 1.39, 0.02], [-2.74, -1.01, 1.04], [3.15, 1.02, -1.19], [2.34, -1.24, 0.18], [-0.23, -0.07, 1.06], [-3.44, 0.15, 0.18], [2.53, 0.43, 0.77], [0.56, -0.13, -2.14], [0.07, -0.56, -1.35], [-1.93, 1.27, 1.69], [-1.57, 0.67, 0.84], [0.65, 0.13, -0.15], [2.74, 0.15, -1.26], [2.12, -0.19, -0.02], [-2.55, -0.31, 0.33], [-0.49, -1.13, 1.13], [0.29, -1.55, -1.42], [0.65, 1.19, -0.37]]
}

---

# 3
{
  "formula": "C4H13N2O",
  "method": "wB97M-V/def2-TZVPD",
  "total_charge": 1,
  "gap_ev": 10.65,
  "energy_ev": -9379.4613,
  "e_above_lowest_kj_mol": 204.8,
  "species": ["H", "H", "H", "H", "N", "C", "H", "C", "C", "C", "H", "H", "H", "H", "N", "O", "H", "H", "H", "H"],
  "xyz": [[0.37, -3.24, 0.19], [0.26, -3.00, 1.86], [-1.44, -1.53, 0.28], [-1.07, -1.17, 1.76], [1.19, 2.07, 0.94], [0.46, -2.45, 0.94], [2.17, 2.33, 0.89], [0.06, 0.02, 0.41], [1.05, 0.66, 1.02], [-0.53, -1.30, 0.82], [-1.61, 0.61, -4.17], [0.83, 2.54, 1.77], [-0.74, 0.97, -1.32], [-1.86, 0.93, -0.02], [-0.89, 0.95, -0.29], [-0.90, 0.72, -3.53], [1.82, 0.06, 1.49], [1.46, -2.08, 1.05], [-0.17, 1.04, -4.07], [-0.46, 1.87, -0.04]]
}

---

# 4
{
  "formula": "C4H13N2O",
  "method": "wB97M-V/def2-TZVPD",
  "total_charge": 1,
  "gap_ev": 4.64,
  "energy_ev": -9366.8665,
  "e_above_lowest_kj_mol": 1420.0,
  "species": ["H", "H", "N", "C", "C", "H", "H", "H", "H", "H", "H", "H", "H", "H", "O", "H", "C", "H", "C", "N"],
  "xyz": [[0.49, -0.15, -1.64], [3.83, -0.30, 1.75], [-2.84, 0.74, 0.40], [-2.11, -0.34, -0.14], [-0.82, -0.82, 0.26], [1.46, -1.53, -0.13], [-0.89, -1.44, 1.18], [-2.35, 1.60, 0.15], [-0.33, 1.10, 0.78], [-2.84, -1.17, -0.29], [1.73, 1.15, -0.95], [-0.84, 1.20, -1.45], [1.05, 0.28, 1.20], [-1.17, -0.12, -1.06], [3.13, 0.00, 1.15], [2.91, -0.64, -0.15], [0.25, 0.22, 0.43], [-3.79, 0.86, 0.04], [1.12, 0.26, -0.82], [2.02, -0.89, -0.72]]
}